Record 1
{"formula": "CHFN2", "method": "ωB97M-V/def2-TZVPD", "elements": ["C", "N", "N", "F", "H"], "xyz": [[-1.0489, 1.2587, -0.0594], [-2.1703, 1.3809, -0.0033], [1.0531, -0.6235, -0.2799], [1.8265, -0.6474, 0.7958], [0.3395, -1.3687, -0.4532]], "forces_ev_per_a": [[3.97, -0.83, -0.20], [-3.57, 0.44, 0.17], [-0.48, 2.39, -2.41], [-0.79, -1.40, 0.52], [0.87, -0.60, 1.91]], "lowdin_charge": [-0.0699, -0.0001, 0.0805, -0.0752, 0.0646], "homo_energy_ev": [-11.690, -11.538], "homo_lumo_gap_ev": [10.25, 7.65]}

***

Record 2
{"formula": "C51H67BCdF3N6O2S5Sb", "method": "ωB97M-V/def2-TZVPD", "elements": ["Cd", "C", "C", "C", "C", "N", "N", "B", "N", "N", "C", "C", "C", "C", "C", "S", "C", "C", "C", "C", "N", "N", "C", "C", "C", "C", "C", "S", "C", "C", "C", "C", "C", "S", "C", "C", "C", "C", "H", "H", "H", "H", "H", "H", "H", "H", "H", "H", "H", "H", "H", "H", "H", "H", "H", "H", "H", "H", "H", "H", "H", "H", "H", "H", "H", "H", "H", "H", "H", "H", "H", "H", "H", "H", "H", "H", "H", "F", "C", "C", "C", "C", "C", "C", "Sb", "C", "C", "C", "C", "F", "C", "C", "C", "C", "C", "C", "F", "C", "C", "H", "H", "H", "H", "H", "H", "H", "H", "H", "H", "H", "H", "C", "S", "C", "O", "H", "H", "H", "H", "H", "H", "C", "C", "S", "O", "C", "C", "H", "H", "H", "H", "H", "H", "H", "H", "H", "H"], "xyz": [[-1.6951, 0.2282, 1.0174], [2.5795, 0.3361, 3.2186], [2.7836, -0.1344, 1.8169], [3.8155, -0.9513, 1.4664], [3.9629, -1.3688, 0.1194], [3.0752, -1.0433, -0.7734], [2.0422, -0.2543, -0.4452], [1.1674, -0.0243, -1.6801], [0.2229, 1.1424, -1.8169], [1.4014, 1.2716, -2.4493], [1.8046, 2.3494, -3.0641], [0.8721, 3.4206, -3.0537], [-0.3528, 3.3160, -2.4552], [-1.3066, 4.4553, -2.4181], [-0.7365, 2.0753, -1.8013], [-2.2235, 1.8809, -1.0593], [3.1882, 2.3890, -3.6706], [3.4487, 3.7219, -4.3701], [4.2036, 2.1943, -2.5303], [3.3095, 1.2431, -4.6875], [0.8563, -1.2869, -2.4699], [1.7769, -1.6607, -3.3844], [1.5511, -2.7031, -4.1222], [0.3136, -3.4069, -4.0295], [-0.5998, -3.0713, -3.0861], [-1.9020, -3.7881, -2.9408], [-0.2687, -1.9889, -2.2012], [-1.2741, -1.6530, -0.8857], [2.5979, -3.1811, -5.1123], [3.8793, -2.3577, -5.0237], [2.9257, -4.6494, -4.7855], [2.0267, -3.0806, -6.5354], [1.8747, 0.2810, 0.7902], [0.6796, 1.4383, 1.1024], [5.1131, -2.2365, -0.3667], [5.7823, -1.5399, -1.5622], [4.5259, -3.5868, -0.8101], [6.1621, -2.4634, 0.7222], [3.2637, -0.1700, 3.8974], [1.5500, 0.1599, 3.5342], [2.7547, 1.4117, 3.2848], [4.5241, -1.2758, 2.2151], [1.1510, 4.3525, -3.5238], [-0.8796, 5.3508, -2.8637], [-1.5977, 4.6608, -1.3852], [-2.2248, 4.1935, -2.9478], [3.4331, 4.5580, -3.6684], [2.7237, 3.9077, -5.1647], [4.4372, 3.6913, -4.8254], [4.0673, 2.9507, -1.7542], [5.2150, 2.2936, -2.9247], [4.1068, 1.2049, -2.0799], [2.5839, 1.3697, -5.4947], [3.1426, 0.2765, -4.2160], [4.3077, 1.2527, -5.1261], [0.1000, -4.2070, -4.7244], [-2.0195, -4.5318, -3.7267], [-2.7305, -3.0801, -2.9876], [-1.9557, -4.2834, -1.9705], [4.2988, -2.4067, -4.0203], [3.6956, -1.3144, -5.2782], [4.6119, -2.7590, -5.7239], [3.2687, -4.7525, -3.7537], [3.7222, -4.9971, -5.4435], [2.0680, -5.3066, -4.9308], [1.7852, -2.0453, -6.7827], [1.1269, -3.6837, -6.6633], [2.7695, -3.4381, -7.2485], [5.0489, -1.3066, -2.3323], [6.5442, -2.1961, -1.9843], [6.2663, -0.6133, -1.2461], [3.7491, -3.4290, -1.5598], [4.0913, -4.1197, 0.0386], [5.3096, -4.2123, -1.2394], [6.5645, -1.5187, 1.0933], [6.9906, -3.0309, 0.2996], [5.7661, -3.0376, 1.5620], [0.1515, 1.8848, 8.4377], [-0.4485, 1.9767, 7.2465], [0.3015, 2.3606, 6.1497], [-0.3194, 2.4347, 4.9132], [-1.6748, 2.1459, 4.7894], [-2.4074, 1.7646, 5.9081], [-1.7954, 1.6805, 7.1497], [-2.5946, 2.1298, 2.8575], [-2.2188, 4.1066, 2.1054], [-0.9073, 4.5239, 1.8942], [-0.6434, 5.7583, 1.3211], [-1.7078, 6.5599, 0.9510], [-1.4569, 7.7446, 0.3809], [-3.0194, 6.1677, 1.1393], [-3.2699, 4.9306, 1.7154], [-4.6505, 2.2704, 3.4095], [-5.5067, 1.2254, 3.0724], [-6.8499, 1.2809, 3.4142], [-7.3151, 2.3931, 4.0923], [-8.6089, 2.4556, 4.4132], [-6.4819, 3.4363, 4.4546], [-5.1407, 3.3675, 4.1140], [1.3498, 2.5983, 6.2735], [0.2618, 2.7235, 4.0452], [-3.4644, 1.5420, 5.8203], [-2.3462, 1.3951, 8.0360], [-0.0746, 3.8886, 2.1683], [0.3700, 6.1047, 1.1649], [-3.8234, 6.8276, 0.8409], [-4.2956, 4.6120, 1.8528], [-5.1185, 0.3633, 2.5446], [-7.5357, 0.4790, 3.1728], [-6.8875, 4.2802, 4.9967], [-4.4759, 4.1720, 4.4060], [-5.7809, 0.4639, -0.6559], [-4.5938, -0.8890, -0.4903], [-5.7826, -2.1566, 0.0116], [-3.8276, -0.5778, 0.7812], [-6.2391, 0.6449, 0.3154], [-6.5310, 0.1933, -1.3983], [-5.2323, 1.3436, -0.9868], [-6.2981, -2.5154, -0.8788], [-6.4923, -1.7380, 0.7227], [-5.2175, -2.9674, 0.4663], [-3.4427, -4.5459, 3.5287], [-2.5018, -3.3690, 3.7387], [-1.9035, -2.7350, 2.1398], [-1.3090, -1.3752, 2.4695], [-0.4518, -3.8342, 1.9379], [0.7019, -3.4454, 2.8465], [-3.7686, -4.9334, 4.4925], [-2.9592, -5.3615, 2.9890], [-4.3303, -4.2459, 2.9710], [-1.6444, -3.6334, 4.3550], [-3.0102, -2.5172, 4.1906], [-0.1804, -3.7335, 0.8877], [-0.8087, -4.8510, 2.1108], [0.8630, -2.3680, 2.8055], [1.6143, -3.9429, 2.5187], [0.5171, -3.7258, 3.8823]], "forces_ev_per_a": [[0.33, 0.55, -0.49], [0.06, 0.02, 0.03], [0.08, -0.10, -0.03], [-0.16, 0.10, -0.07], [0.05, 0.00, 0.21], [-0.01, -0.15, -0.35], [-0.06, 0.12, 0.69], [0.11, -0.71, 0.35], [-0.20, 0.32, -0.30], [0.17, 0.40, -0.34], [0.03, 0.01, 0.06], [-0.15, -0.02, 0.08], [0.15, -0.01, -0.09], [-0.08, 0.07, -0.04], [0.09, -0.12, 0.07], [-0.13, 0.07, -0.01], [0.15, -0.13, -0.06], [-0.08, 0.00, 0.07], [-0.07, 0.04, 0.00], [-0.08, 0.13, 0.05], [-0.39, -0.31, 0.06], [0.37, 0.34, -0.21], [-0.20, -0.11, -0.10], [-0.09, 0.18, 0.18], [0.10, -0.11, -0.18], [0.01, -0.02, -0.01], [0.08, 0.15, 0.05], [0.12, -0.27, -0.13], [0.10, -0.04, -0.05], [-0.13, -0.01, -0.01], [-0.01, 0.09, 0.00], [0.01, 0.03, 0.09], [0.07, -0.19, -0.29], [-0.15, 0.28, 0.19], [0.05, -0.10, -0.14], [-0.07, -0.04, 0.11], [0.02, 0.10, 0.00], [-0.08, 0.02, -0.05], [0.00, -0.01, -0.01], [0.00, 0.01, 0.02], [-0.05, 0.00, 0.01], [0.00, 0.00, 0.00], [0.00, -0.02, 0.01], [0.03, -0.03, -0.01], [0.02, 0.00, 0.00], [-0.01, 0.00, 0.01], [0.00, 0.02, -0.03], [0.03, 0.02, -0.01], [0.01, 0.01, 0.00], [0.03, -0.01, 0.00], [0.00, -0.03, -0.01], [0.00, -0.02, 0.00], [0.02, -0.04, -0.01], [-0.01, 0.04, 0.06], [0.01, 0.00, 0.02], [0.04, -0.05, 0.02], [0.02, 0.01, 0.00], [-0.01, -0.01, 0.03], [-0.03, 0.00, 0.01], [0.05, 0.04, 0.02], [0.07, -0.11, -0.01], [0.00, 0.00, 0.00], [0.02, -0.01, -0.01], [-0.01, -0.01, -0.01], [-0.01, -0.02, 0.01], [0.00, -0.01, -0.02], [0.00, 0.00, -0.02], [-0.01, 0.00, -0.01], [0.01, 0.01, -0.03], [0.01, 0.03, -0.02], [0.00, 0.01, -0.03], [0.00, -0.04, -0.03], [-0.02, -0.01, -0.02], [0.00, 0.00, 0.01], [0.03, -0.02, 0.02], [0.01, -0.01, 0.02], [0.01, 0.01, 0.02], [0.02, 0.02, 0.04], [-0.09, -0.01, -0.12], [0.10, 0.03, 0.01], [-0.05, 0.01, 0.02], [-0.18, -0.03, -0.43], [0.02, 0.04, -0.02], [0.01, -0.02, 0.09], [-0.27, 0.72, 0.62], [-0.11, -0.41, 0.14], [-0.07, 0.01, 0.01], [0.09, 0.05, -0.03], [-0.03, -0.17, 0.07], [0.01, 0.05, -0.01], [-0.05, 0.10, -0.06], [0.05, -0.05, -0.01], [0.43, -0.09, -0.13], [0.02, 0.06, 0.04], [-0.07, -0.03, 0.02], [0.14, -0.06, -0.07], [-0.05, 0.01, 0.02], [-0.05, 0.09, 0.07], [0.01, -0.02, 0.00], [-0.01, -0.01, 0.02], [0.04, -0.02, 0.04], [0.01, -0.01, 0.04], [0.01, 0.00, 0.00], [0.03, 0.04, 0.01], [-0.01, 0.01, -0.01], [0.01, -0.01, -0.01], [-0.01, 0.04, 0.00], [-0.03, -0.02, -0.03], [-0.01, 0.02, 0.01], [0.00, -0.01, 0.00], [-0.03, 0.03, 0.00], [0.24, -0.16, 0.01], [-0.71, -0.03, -0.09], [0.19, 0.20, -0.12], [-0.13, -0.08, 0.13], [0.00, -0.02, 0.00], [0.03, -0.03, -0.02], [0.01, 0.00, -0.02], [-0.01, 0.01, 0.01], [0.04, 0.00, 0.04], [0.05, 0.00, -0.05], [-0.01, 0.03, -0.06], [0.01, 0.05, -0.24], [0.16, -0.95, 0.52], [0.11, -0.01, 0.18], [-0.15, 0.21, 0.01], [-0.06, 0.04, 0.02], [0.02, -0.01, 0.00], [-0.02, -0.02, 0.03], [0.01, -0.01, 0.00], [0.03, 0.09, 0.02], [0.02, 0.02, -0.01], [-0.04, 0.00, -0.03], [-0.03, 0.01, -0.03], [0.03, -0.01, 0.01], [-0.03, -0.06, 0.00], [0.05, 0.02, 0.01]], "lowdin_charge": [0.9553, -0.0588, -0.2426, 0.0899, -0.1878, 0.1814, 0.0607, -0.6596, 0.1146, 0.2458, -0.0976, 0.1042, -0.1994, -0.0431, -0.6789, 0.6398, -0.5210, -0.0435, -0.0105, -0.0271, 0.0413, 0.1871, -0.1966, 0.0762, -0.2392, -0.0573, -0.5745, 0.6665, -0.5404, -0.0388, -0.0263, -0.0261, -0.5917, 0.6665, -0.5363, -0.0355, -0.0299, -0.0507, 0.0931, 0.0709, 0.0906, 0.1248, 0.1275, 0.0971, 0.0695, 0.0978, 0.0960, 0.0971, 0.0993, 0.0989, 0.1011, 0.0658, 0.1034, 0.0426, 0.1033, 0.1290, 0.0911, 0.0809, 0.0812, 0.0645, 0.0594, 0.0999, 0.0831, 0.0972, 0.0837, 0.0934, 0.0823, 0.0972, 0.0525, 0.0967, 0.0928, 0.0620, 0.0883, 0.0962, 0.0944, 0.0972, 0.0894, 0.0852, -0.2762, 0.0015, -0.1294, -0.3693, -0.1138, 0.0068, 1.4829, -0.3753, -0.1459, -0.0037, -0.2892, 0.0820, 0.0055, -0.1152, -0.3923, -0.1377, -0.0012, -0.2727, 0.0921, 0.0152, -0.1190, 0.1246, 0.0706, 0.0967, 0.1270, 0.0405, 0.1256, 0.1279, 0.0943, 0.0639, 0.1221, 0.1303, 0.1150, -0.2241, 0.8058, -0.2178, -0.7567, 0.0488, 0.0709, 0.0333, 0.0667, 0.0617, 0.0492, -0.1227, -0.3653, 0.8718, -0.6921, -0.3638, -0.1120, 0.0881, 0.0725, 0.0693, 0.0875, 0.0956, 0.0534, 0.0919, 0.0530, 0.0820, 0.0772], "homo_energy_ev": -12.410, "homo_lumo_gap_ev": 7.11, "total_charge": 2}

***

Values for relative energy (zero: lowest compared OMol25 entry of this formula, charge and spin), kJ/mol, ordered as above
503.5 41.9
Values for electronic energy, Ha, ordered as above
-247.80020 -5185.57128